Formula: C6H10O2
Source: OMol25
Level of theory: ωB97M-V/def2-TZVPD

The geometry in ORCA input format:
```
! RIJCOSX wB97M-V def2-TZVPD def2/J DEFGRID3
* xyz 0 1
C 2.106 0.410 0.990
C 0.925 0.841 0.490
C 0.906 2.053 -0.301
C -0.434 0.078 0.711
C -0.643 -0.668 -0.578
C -1.863 -1.658 -0.344
O -2.529 -1.872 0.630
O -2.011 -2.477 -1.405
H 3.071 0.960 0.834
H 2.358 -0.487 1.549
H 1.791 2.687 -0.113
H 0.801 1.750 -1.348
H 0.202 2.827 0.071
H -1.120 0.698 1.080
H -0.254 -0.625 1.539
H 0.166 -1.468 -0.957
H -0.784 0.003 -1.374
H -2.685 -3.051 -1.473
*
```

highest occupied orbital energy: -9.3 eV
SMILES: C=C(C)CCC(=O)O
frontier orbital gap: 10.11 eV
LUMO energy: 0.77 eV
energy relative to the best compared isomer or geometry (same formula, charge and spin): 1.5872 eV

***

Formula: C6H10O2
Source: OMol25
Level of theory: ωB97M-V/def2-TZVPD

The geometry in ORCA input format:
```
! RIJCOSX wB97M-V def2-TZVPD def2/J DEFGRID3
* xyz 0 1
C -0.848 -1.726 -0.644
C -0.557 -1.345 0.768
C -0.250 -0.128 1.284
C 0.111 1.154 0.637
C -0.692 1.666 -0.532
C 1.526 0.325 0.256
O 2.507 0.261 0.953
O 1.596 0.207 -1.087
H -1.900 -1.548 -0.884
H -0.241 -1.169 -1.355
H -0.653 -2.790 -0.789
H -0.703 -2.137 1.492
H -0.106 -0.101 2.357
H 0.387 1.912 1.369
H -1.594 2.159 -0.155
H -1.003 0.884 -1.224
H -0.092 2.374 -1.116
H 2.512 0.000 -1.329
*
```

highest occupied orbital energy: -8.7 eV
SMILES: C/C=C\[C@H](C)C(=O)O
frontier orbital gap: 9.40 eV
LUMO energy: 0.70 eV
energy relative to the best compared isomer or geometry (same formula, charge and spin): 1.4091 eV

***

Formula: C6H10O2
Source: OMol25
Level of theory: ωB97M-V/def2-TZVPD

The geometry in ORCA input format:
```
! RIJCOSX wB97M-V def2-TZVPD def2/J DEFGRID3
* xyz 0 1
C 2.529 0.537 -0.284
C 1.132 0.324 0.369
C 0.272 -0.745 -0.187
C -1.034 0.309 -0.226
C -2.087 0.207 0.844
O -1.841 0.347 -1.437
C 0.035 1.351 0.025
O 0.042 2.515 -0.048
H 2.877 1.555 0.078
H 2.534 0.349 -1.406
H 3.258 -0.279 0.059
H 1.397 0.341 1.352
H 0.753 -1.032 -1.194
H -0.126 -1.621 0.321
H -2.520 1.319 0.978
H -1.675 -0.439 1.702
H -2.958 -0.331 0.429
H -1.302 -0.020 -2.148
*
```

highest occupied orbital energy: -9.3 eV
SMILES: C[C@@H]1C[C@](C)(O)C1=O
frontier orbital gap: 10.03 eV
LUMO energy: 0.70 eV
energy relative to the best compared isomer or geometry (same formula, charge and spin): 2.3218 eV

***

Formula: C6H10O2S
Source: OMol25
Level of theory: ωB97M-V/def2-TZVPD

The geometry in ORCA input format:
```
! RIJCOSX wB97M-V def2-TZVPD def2/J DEFGRID3
* xyz 0 1
C 1.133 1.248 1.492
C 0.197 0.350 0.732
C 0.536 0.121 -0.551
C 1.482 0.851 -1.427
S -0.595 -1.036 -1.295
O 0.011 -1.913 -2.301
C -1.312 -1.829 0.007
C -1.763 -0.822 1.080
O -0.648 -0.151 1.631
H 1.159 2.245 1.186
H 2.263 0.939 1.434
H 0.897 1.483 2.469
H 2.506 0.758 -0.926
H 1.245 1.865 -1.288
H 1.383 0.312 -2.381
H -1.366 -0.181 -2.100
H -2.130 -2.570 -0.303
H -2.647 -0.175 0.762
H -2.350 -1.498 1.781
*
```

highest occupied orbital energy: -8.1 eV
SMILES: CC1=C(C)[S@@H](=O)=CCO1
frontier orbital gap: 8.58 eV
LUMO energy: 0.50 eV
energy relative to the best compared isomer or geometry (same formula, charge and spin): 4.5071 eV

***

Formula: C6H10O3
Source: OMol25
Level of theory: ωB97M-V/def2-TZVPD

The geometry in ORCA input format:
```
! RIJCOSX wB97M-V def2-TZVPD def2/J DEFGRID3
* xyz 0 1
C 2.504 0.312 -0.429
C 1.514 -0.206 0.006
C 3.834 0.776 -0.416
C -2.452 1.211 -0.917
C -2.134 -0.109 -0.108
C 0.126 -0.718 -0.057
O -0.116 -1.366 -1.262
O 0.110 -2.227 1.014
O -0.844 -0.011 0.426
H 4.636 0.152 -0.857
H 4.078 1.079 0.618
H 3.794 1.726 -1.058
H -3.589 1.270 -1.154
H -2.061 2.001 -0.228
H -1.774 1.124 -1.756
H -2.309 -1.052 -0.761
H -2.790 -0.232 0.713
H 0.000 -2.290 -0.973
H -0.055 -2.030 1.996
*
```

highest occupied orbital energy: -9.7 eV
frontier orbital gap: 10.37 eV
LUMO energy: 0.72 eV
energy relative to the best compared isomer or geometry (same formula, charge and spin): 4.4621 eV

***

Formula: C6H10O3
Source: OMol25
Level of theory: ωB97M-V/def2-TZVPD

The geometry in ORCA input format:
```
! RIJCOSX wB97M-V def2-TZVPD def2/J DEFGRID3
* xyz 0 1
C -0.557 1.748 -1.165
C -0.132 1.104 0.152
O -0.053 1.699 1.185
C 0.033 -0.473 0.168
C 0.895 -0.977 -1.000
C 0.564 -0.971 1.471
O -1.338 -0.753 -0.172
C -2.282 -0.394 0.605
O -3.358 -0.173 0.174
H -0.553 0.928 -1.769
H 0.308 2.448 -1.372
H -1.447 2.236 -1.038
H 1.745 -1.514 -0.506
H 1.421 -0.240 -1.639
H 0.362 -1.667 -1.728
H 0.950 -0.039 2.090
H 1.419 -1.541 1.336
H -0.268 -1.473 2.018
H -2.118 -0.261 1.653
*
```

highest occupied orbital energy: -9.8 eV
SMILES: CC(=O)C(C)(C)OC=O
frontier orbital gap: 10.50 eV
LUMO energy: 0.73 eV
energy relative to the best compared isomer or geometry (same formula, charge and spin): 1.7640 eV

***

Formula: C6H10O3
Source: OMol25
Level of theory: ωB97M-V/def2-TZVPD

The geometry in ORCA input format:
```
! RIJCOSX wB97M-V def2-TZVPD def2/J DEFGRID3
* xyz 0 1
C -1.869 -0.148 0.923
C -0.885 -0.481 -0.189
O -1.170 0.136 -1.398
C 0.788 -0.343 0.206
C 1.631 -0.627 -1.019
O 1.119 -1.123 1.314
C 0.685 1.067 0.608
C 0.611 2.170 -0.174
O 0.021 2.894 -0.906
H -1.921 0.926 1.079
H -2.859 -0.495 0.641
H -1.569 -0.636 1.846
H -0.943 -1.558 -0.400
H -1.223 1.099 -1.264
H 1.248 -0.077 -1.875
H 2.659 -0.313 -0.827
H 1.607 -1.691 -1.262
H 1.261 -2.034 1.029
H 0.811 1.233 1.668
*
```

highest occupied orbital energy: -8.4 eV
SMILES: C[C@@H](O)[C@](C)(O)C=C=O
frontier orbital gap: 9.00 eV
LUMO energy: 0.60 eV
energy relative to the best compared isomer or geometry (same formula, charge and spin): 2.2997 eV

***

Formula: C6H10O3Tm
Source: OMol25
Level of theory: ωB97M-V/def2-TZVPD

The geometry in ORCA input format:
```
! RIJCOSX wB97M-V def2-TZVPD def2/J DEFGRID3
* xyz 2 4
O -1.255 1.367 -0.131
Tm 1.210 4.069 -0.943
O 0.912 1.812 -0.050
C -0.036 1.055 0.163
O 0.115 -0.210 0.473
C 1.451 -0.779 0.494
H 1.352 -1.618 1.192
H 2.141 -0.024 0.887
C 1.844 -1.240 -0.873
C 2.910 -0.775 -1.523
H 1.207 -2.006 -1.325
H 3.191 -1.171 -2.500
H 3.527 0.024 -1.106
C -2.252 0.226 -0.029
C -2.732 -0.111 1.362
H -3.070 0.649 -0.620
H -1.899 -0.643 -0.593
H -3.052 0.790 1.901
H -3.598 -0.781 1.272
H -1.965 -0.632 1.948
*
```

highest occupied orbital energy (alpha / beta): -16.3 / -16.3 eV
frontier orbital gap (alpha / beta): 6.33 / 4.43 eV
LUMO energy (alpha / beta): -9.92 / -11.82 eV

***

Formula: C6H10O4
Source: OMol25
Level of theory: ωB97M-V/def2-TZVPD

The geometry in ORCA input format:
```
! RIJCOSX wB97M-V def2-TZVPD def2/J DEFGRID3
* xyz 0 1
C 1.303 -0.682 0.066
C 1.662 0.642 0.671
C 0.574 1.527 -0.036
C -0.839 1.106 0.119
C -1.164 0.033 -0.696
C -0.217 -1.133 -0.066
H 2.421 -0.278 -1.496
H 1.556 -1.668 0.646
H 1.537 0.376 1.736
H 2.589 1.103 0.654
H 0.805 1.262 -1.153
H -0.981 0.716 1.027
H -1.148 0.306 -1.807
H -3.057 0.192 0.457
H -0.327 -2.063 -0.878
H -1.727 -0.593 1.261
O 2.216 -1.144 -0.813
O -0.294 2.386 0.040
O -2.467 -0.739 -0.553
O -0.654 -1.542 1.228
*
```

highest occupied orbital energy: -9.3 eV
frontier orbital gap: 8.15 eV
LUMO energy: -1.20 eV
energy relative to the best compared isomer or geometry (same formula, charge and spin): 13.4219 eV

***

Formula: C6H10O4
Source: OMol25
Level of theory: ωB97M-V/def2-TZVPD

The geometry in ORCA input format:
```
! RIJCOSX wB97M-V def2-TZVPD def2/J DEFGRID3
* xyz 0 1
O 1.483 1.304 0.845
C 1.107 0.509 -0.220
C -0.225 0.925 -0.779
O -0.619 0.492 -2.084
C -1.406 0.507 0.263
O -1.475 1.628 1.308
C -1.129 -0.924 0.894
C 0.060 -1.444 0.740
C 1.243 -0.978 -0.060
O 1.170 -1.609 -1.350
H 0.689 1.710 1.351
H 1.800 0.603 -1.179
H -0.234 2.093 -0.728
H -0.285 -0.493 -2.314
H -2.350 0.538 -0.204
H -1.810 1.190 2.073
H -1.971 -1.345 1.357
H 0.151 -2.397 1.506
H 2.076 -1.309 0.674
H 1.724 -0.999 -2.093
*
```

highest occupied orbital energy: -9.9 eV
SMILES: O[C@@H]1[C@@H](O)[C@H](O)C=C[C@H]1O
frontier orbital gap: 10.41 eV
LUMO energy: 0.49 eV
energy relative to the best compared isomer or geometry (same formula, charge and spin): 3.5802 eV